1.
DFT (ωB97M-V/def2-TZVPD) results for a structure of composition C32H27CrN4P2 in a non-equilibrium geometry.

```
66
Properties=species:S:1:pos:R:3:forces:R:3:mulliken_charge:R:1
Cr 0.055186 0.074667 0.581381 0.6496 0.7516 0.3434 -0.683
C 2.425553 2.508943 -2.216571 -0.0167 -0.0079 -0.0741 -1.029
N 1.690303 1.700473 -1.244291 0.0554 -0.0918 0.2984 -0.297
P 2.209528 0.195239 -0.623462 0.4193 0.6773 -0.9975 1.176
C 3.882084 0.486828 0.014750 -0.1587 -0.2046 0.1978 0.733
C 4.788639 -0.569788 0.116473 -0.0467 0.0289 0.0289 -0.595
C 6.052463 -0.350292 0.639966 0.0315 -0.0210 0.0316 -0.675
C 6.412592 0.917292 1.076841 -0.0011 0.0385 -0.0198 -0.567
C 5.499415 1.960345 1.016256 0.0214 0.0217 0.0400 -0.724
C 4.232428 1.745278 0.497488 -0.0838 0.0094 -0.0771 -0.492
C 2.453095 -0.824997 -2.114801 -0.2102 -0.1330 0.2887 0.731
C 3.620589 -0.864051 -2.874247 -0.0229 0.0547 0.0355 -0.089
C 3.656649 -1.596837 -4.051510 0.0567 0.0219 0.0126 -0.827
C 2.532744 -2.286522 -4.483265 -0.0045 -0.0090 -0.0061 -0.561
C 1.364766 -2.252300 -3.734412 -0.0485 -0.0273 0.0019 -0.993
C 1.331180 -1.533404 -2.551124 0.0674 0.0208 0.0474 -0.333
P 0.245308 2.192235 -0.477155 0.3944 0.6640 -0.9033 1.542
C 0.520660 3.923791 -0.038470 -0.1039 -0.2846 0.2892 0.481
C 0.252148 4.964993 -0.922344 0.0271 -0.0378 -0.0061 -0.364
C 0.557601 6.266367 -0.556163 -0.0046 0.0287 -0.0488 -0.689
C 1.123907 6.528070 0.684045 -0.0042 0.0044 -0.0064 -0.495
C 1.386618 5.491332 1.569029 0.0434 0.0067 0.0526 -0.809
C 1.081867 4.188525 1.210818 -0.0338 -0.0069 -0.0616 -0.342
C -1.023492 2.212010 -1.771461 -0.0671 -0.0807 0.1643 0.518
C -0.843127 1.530555 -2.972460 0.0800 0.0677 0.0216 -0.265
C -1.890030 1.438712 -3.877857 -0.0318 -0.0021 -0.0486 -0.849
C -3.119417 2.008159 -3.579034 0.0329 -0.0300 -0.0183 -0.542
C -3.309968 2.664111 -2.369512 -0.0379 0.0340 0.0030 -0.742
C -2.268218 2.764523 -1.463593 0.0906 0.0107 -0.0099 -0.386
H 3.220189 1.909596 -2.658484 0.0065 0.0108 -0.0265 0.417
H 2.869845 3.387145 -1.745280 -0.0100 -0.0037 0.0067 0.328
H 1.760366 2.839247 -3.015827 0.0093 0.0000 0.0069 0.360
H 4.508424 -1.561635 -0.218700 0.0429 -0.0016 -0.0543 0.474
H 6.759906 -1.166183 0.707080 -0.0134 -0.0039 -0.0137 0.421
H 7.406992 1.093960 1.464476 -0.0129 -0.0192 0.0299 0.399
H 5.772337 2.943423 1.376474 0.0083 -0.0040 -0.0130 0.458
H 3.514103 2.556679 0.458825 0.0478 0.0216 -0.0158 0.170
H 4.500222 -0.324228 -2.549819 0.0368 -0.0032 0.0046 0.476
H 4.569532 -1.629712 -4.631214 -0.0141 0.0106 -0.0171 0.439
H 2.569041 -2.855823 -5.402555 -0.0018 0.0051 0.0010 0.418
H 0.485135 -2.787209 -4.068135 0.0177 -0.0157 0.0010 0.496
H 0.424268 -1.514630 -1.954823 -0.0378 -0.0079 -0.0713 0.387
H -0.193057 4.756772 -1.887306 -0.0158 0.0327 0.0038 0.418
H 0.350724 7.078330 -1.240633 0.0017 0.0005 0.0111 0.425
H 1.354075 7.547228 0.965077 -0.0005 -0.0044 0.0019 0.401
H 1.818234 5.700633 2.538847 -0.0145 -0.0020 -0.0030 0.440
H 1.263619 3.370413 1.899560 0.0103 0.0454 0.0432 0.425
H 0.117785 1.087974 -3.208227 -0.0152 -0.0396 0.0027 0.309
H -1.744409 0.922540 -4.818063 0.0017 0.0155 0.0020 0.459
H -3.931878 1.938560 -4.290167 -0.0081 -0.0102 0.0175 0.407
H -4.275094 3.090941 -2.131584 0.0154 0.0091 0.0103 0.427
H -2.415302 3.265430 -0.513454 -0.0661 -0.0132 -0.0116 0.455
N -2.808814 0.598826 1.715673 0.0956 0.0011 0.0059 -0.582
C -1.713310 0.421826 1.386527 -1.0492 0.1376 0.2992 0.044
N 0.155221 -7.190549 0.051258 -0.0083 0.0516 0.0048 -0.376
C 0.105256 -6.058297 0.233789 0.0236 -0.3267 -0.0328 -0.304
C 0.057965 -4.646865 0.450291 -0.0545 0.6220 0.0694 0.700
C -1.061765 -3.903299 0.083510 0.1045 -0.3135 0.0220 -0.752
C -1.049462 -2.540533 0.284162 -0.1176 0.2426 0.1029 -0.157
N 0.004225 -1.882381 0.800198 -0.0920 -1.9563 0.1267 0.246
C 1.062159 -2.614430 1.192042 0.0032 0.1989 0.0133 -0.447
C 1.132730 -3.979184 1.038008 -0.0486 -0.2808 -0.0321 -0.577
H -1.928980 -4.386645 -0.342419 -0.0145 0.0402 -0.0097 0.531
H -1.917397 -1.937605 0.044998 0.0241 0.0129 -0.0292 0.394
H 1.880000 -2.070344 1.647977 0.0397 -0.0003 -0.0565 0.528
H 2.006667 -4.526127 1.361212 0.0126 0.0432 0.0204 0.510
```
Forces are in eV/Å.

As for the largest force on an atom: 1.96 eV/Å. For the orbital gap (spin up / spin down), the calculation gives 8.12 / 7.90 eV. The charge is +1. As for the spin multiplicity: 5.

2.
DFT (ωB97M-V/def2-TZVPD) results for a structure of composition C32H27MgN2O4P2 in a non-equilibrium geometry.

```
68
Properties=species:S:1:pos:R:3:forces:R:3:mulliken_charge:R:1
Mg 1.570531 1.040510 1.000566 0.9246 0.0444 -0.6689 1.970
O 4.405231 3.274310 -1.529334 0.2359 0.3260 -0.1717 -0.447
C 3.545131 2.723110 -0.705034 0.0475 -0.1798 -0.2258 0.013
O 3.234331 1.545910 -0.713834 -0.1574 -0.3317 0.0723 -0.582
C 2.956431 3.653210 0.286866 0.1416 0.8252 0.0548 0.635
C 3.235231 5.005710 0.433066 -0.0749 -0.5031 -0.1272 -0.613
C 2.594231 5.680410 1.470766 -0.0741 -0.1528 0.1439 -0.374
C 1.764531 4.990110 2.342366 0.0411 -0.1073 -0.1327 -0.736
C 1.565031 3.624610 2.122666 -0.2660 0.3386 0.4458 0.574
N 2.124931 3.015410 1.100866 0.3770 0.1988 -0.3315 0.329
C 0.730631 2.650110 2.968566 -0.2667 0.6438 0.2931 0.177
O -0.149469 3.068710 3.682566 -0.0171 0.2905 0.1566 -0.642
O 1.058631 1.436810 2.752466 0.3053 -0.6501 0.9427 -0.708
H 4.803431 2.644310 -2.153534 -0.2293 -0.1332 0.2087 0.405
H 3.929131 5.506110 -0.225334 -0.0096 -0.0087 -0.0450 0.548
H 2.767731 6.738310 1.601766 0.0125 0.0480 0.0644 0.462
H 1.292731 5.480510 3.181566 -0.0921 -0.0667 -0.0007 0.549
C -0.696569 -1.230790 2.660766 -0.0061 -0.1630 0.4883 -1.486
N -0.697569 -1.059290 1.190966 0.0335 0.0058 0.1327 0.507
P -1.141369 0.612310 0.909866 -1.0270 -0.1559 -0.9328 -0.434
C -2.954269 0.502110 1.060966 0.0347 0.2727 0.2938 0.464
C -3.620569 1.722010 0.992866 0.1112 -0.0296 0.1165 -0.514
C -5.001069 1.759610 0.924566 -0.0610 0.0229 -0.0799 -0.725
C -5.722569 0.575510 0.940466 0.0005 0.0083 0.0200 -0.560
C -5.062569 -0.638890 1.044666 -0.1100 -0.0408 -0.0560 -0.729
C -3.679669 -0.683090 1.097066 0.1884 0.0550 0.0952 -0.198
C -1.104769 0.747210 -0.913134 -0.0834 0.3033 0.1132 0.532
C -2.005569 0.107110 -1.758934 0.0824 0.0472 -0.1791 -0.537
C -1.969169 0.356110 -3.117334 -0.1472 -0.1659 0.0567 -0.646
C -1.049769 1.247210 -3.648134 0.2423 0.1979 0.1072 -0.749
C -0.169869 1.911210 -2.809634 0.0931 0.0961 -0.2097 -0.697
C -0.210669 1.667710 -1.448234 -0.0200 -0.1191 0.2196 -0.826
P 0.853131 -1.295390 0.512066 -0.3699 -1.3488 -0.7143 -0.163
C 0.470231 -1.720890 -1.214834 0.2534 0.0253 -0.0389 1.241
C 1.214431 -1.180990 -2.255734 -0.0165 0.0022 0.2147 -0.267
C 0.973931 -1.592690 -3.555834 0.0088 -0.0976 -0.1240 -0.586
C 0.008931 -2.552990 -3.811734 0.0869 0.1002 -0.0578 -0.724
C -0.727069 -3.098590 -2.772234 -0.0483 -0.0650 0.0631 -0.770
C -0.500769 -2.682790 -1.475634 0.0716 0.0498 0.0202 -0.614
C 1.413831 -2.949890 1.039066 0.2748 0.3706 0.2588 1.196
C 2.786331 -3.167790 0.949666 -0.0735 0.1954 0.0548 -0.363
C 3.312031 -4.428190 1.173766 0.0656 -0.0332 -0.0387 -0.690
C 2.473631 -5.475590 1.517366 0.0600 0.0549 0.0004 -0.574
C 1.108831 -5.260890 1.618466 -0.1083 0.0024 -0.0372 -0.930
C 0.571431 -4.009590 1.365766 -0.0122 0.1025 0.0364 -0.231
H -1.586169 -0.747890 3.070966 0.0683 -0.0406 0.0268 0.578
H 0.179931 -0.777790 3.137466 -0.1250 -0.0256 0.0387 0.348
H -0.739069 -2.285890 2.917166 0.0043 -0.0173 -0.0048 0.389
H -3.039569 2.636410 0.993766 -0.0696 0.1080 -0.0225 0.375
H -5.516969 2.705410 0.847266 -0.0079 0.0672 0.0354 0.417
H -6.800369 0.599110 0.876366 -0.0687 0.0027 0.0237 0.398
H -5.630969 -1.557290 1.067166 -0.0193 -0.0708 0.0199 0.438
H -3.165069 -1.630790 1.162366 0.0462 -0.0824 -0.0225 0.300
H -2.730969 -0.582090 -1.351934 -0.0488 -0.0355 -0.0008 0.512
H -2.669069 -0.140990 -3.770134 -0.0776 -0.0911 -0.0866 0.463
H -1.020069 1.430610 -4.711334 -0.0380 0.0303 -0.0953 0.417
H 0.535631 2.623410 -3.213134 0.0377 0.0543 -0.0515 0.481
H 0.449831 2.217110 -0.776034 -0.0976 0.1464 -0.1740 0.723
H 1.965931 -0.427790 -2.045734 0.0273 -0.0094 -0.0550 0.250
H 1.540831 -1.171490 -4.372434 0.0582 0.0570 -0.0599 0.478
H -0.174769 -2.872090 -4.825034 -0.0058 -0.0583 -0.1378 0.422
H -1.470969 -3.853590 -2.974634 -0.1027 -0.0589 -0.0199 0.446
H -1.080669 -3.088390 -0.660334 -0.0735 -0.0741 0.0256 0.212
H 3.439031 -2.336990 0.699566 0.0596 -0.0932 -0.0103 0.346
H 4.373531 -4.592890 1.075366 0.1151 -0.0039 0.0403 0.428
H 2.883331 -6.455990 1.710166 0.0174 -0.0595 -0.0042 0.395
H 0.453931 -6.076590 1.884066 -0.0672 -0.0652 0.0288 0.433
H -0.498569 -3.871490 1.425066 -0.0547 0.0444 0.0042 0.262
```
Forces are in eV/Å.

As for the largest force on an atom: 1.57 eV/Å. For the orbital gap, the calculation gives 7.48 eV. The charge is +1. As for the spin multiplicity: 1.

3.
DFT (ωB97M-V/def2-TZVPD) results for a structure of composition C32H28Br2N2O4RuS in a non-equilibrium geometry.

```
70
Properties=species:S:1:pos:R:3:forces:R:3:mulliken_charge:R:1
Ru -0.315447 -0.311717 -0.724938 -0.2663 -0.5971 -0.9055 -0.462
C 3.521167 1.501661 6.754310 0.0039 -0.0078 0.0104 -1.426
C 2.757371 1.627178 5.463879 -0.0120 0.0050 -0.0253 1.107
C 1.714757 2.533427 5.329248 0.0017 0.0082 0.0115 -0.727
C 1.003567 2.638609 4.138645 0.0119 -0.0050 -0.0138 -0.425
C 1.339957 1.833596 3.065714 0.0059 0.0408 0.0034 -0.558
C 2.376151 0.915932 3.185747 -0.0110 -0.0370 -0.0134 -0.296
C 3.077292 0.817358 4.372879 0.0051 0.0013 0.0153 -0.826
S 0.439618 1.958970 1.525043 -0.0487 -0.2132 -0.0575 1.237
O 1.399923 2.345356 0.509368 0.0030 0.1109 0.0346 -0.648
O -0.640228 2.876718 1.811189 0.0220 0.0437 0.0139 -0.778
N -0.014405 0.475479 1.222801 0.1805 0.2550 0.5492 0.554
C -1.015029 -0.048382 2.148275 -0.0170 0.0209 -0.1605 -0.534
C -1.580616 -1.357602 1.618628 -0.0801 0.0461 0.1763 0.313
O -2.100702 -2.166937 2.359651 0.0180 0.0289 -0.0450 -0.720
O -1.494803 -1.547951 0.316634 0.3356 0.4261 -0.1826 -0.667
H 3.181929 2.234792 7.485672 -0.0006 0.0016 -0.0007 0.336
H 4.590644 1.652161 6.595126 0.0002 0.0005 -0.0010 0.334
H 3.392787 0.508462 7.189526 0.0020 0.0007 0.0024 0.306
H 1.447180 3.165093 6.169011 -0.0001 -0.0002 0.0000 0.268
H 0.183245 3.335154 4.030264 0.0017 0.0043 -0.0013 0.525
H 2.613209 0.280663 2.342090 0.0046 0.0123 0.0095 0.220
H 3.884234 0.097828 4.462754 0.0005 -0.0012 -0.0018 0.371
H -1.862753 0.639200 2.267972 -0.0291 -0.0352 -0.0092 0.353
H -0.606713 -0.247055 3.144176 -0.0080 0.0097 0.0099 0.360
N 1.048049 -2.097909 -0.192371 0.0855 0.1142 0.0514 0.017
C 1.935061 -2.613295 -1.174626 -0.0137 0.0375 -0.0812 0.310
C 3.269038 -2.836914 -0.864309 -0.0177 0.0054 0.0160 -0.625
C 4.162202 -3.259986 -1.834296 0.0146 -0.0093 -0.0127 -0.698
C 3.709863 -3.467397 -3.127474 0.0072 -0.0219 0.0121 -0.801
C 2.372781 -3.256623 -3.426708 -0.0073 -0.0022 0.0001 -0.848
C 1.451004 -2.833497 -2.467369 -0.0053 0.0789 0.0235 0.659
C 0.033084 -2.593324 -2.871091 0.0693 0.0368 -0.0319 0.628
C -0.487898 -3.515255 -3.790108 -0.0128 0.0117 -0.0234 -0.859
C -1.719658 -3.329194 -4.387515 0.0293 -0.0097 0.0112 -0.795
C -2.428923 -2.178124 -4.082114 -0.0316 0.0227 -0.0046 -0.981
C -1.933247 -1.288042 -3.142029 -0.0200 0.0384 -0.0191 -1.351
C -0.722660 -1.468777 -2.452896 -0.1788 0.0145 0.1523 1.667
H 1.505670 -1.956430 0.701271 -0.0219 0.0350 0.0037 0.113
H 0.226051 -2.683374 -0.056808 0.0132 -0.0183 -0.0260 0.377
H 3.608860 -2.669449 0.149898 0.0098 0.0305 0.0499 0.445
H 5.202337 -3.418443 -1.579198 -0.0002 0.0020 0.0006 0.387
H 4.394648 -3.784403 -3.904046 -0.0011 0.0060 -0.0022 0.385
H 2.027688 -3.390359 -4.443850 0.0094 0.0101 -0.0031 0.516
H 0.091010 -4.400169 -4.030048 -0.0074 -0.0070 -0.0029 0.530
H -2.111462 -4.062609 -5.081967 0.0055 -0.0005 -0.0043 0.350
H -3.383705 -1.978857 -4.556251 0.0004 -0.0028 -0.0010 0.425
H -2.529434 -0.412355 -2.925149 0.0171 -0.0199 0.0033 0.438
Br 4.003366 0.660691 -0.200607 -0.1233 -0.1272 -0.0929 -0.099
C 3.157038 1.473209 -1.717605 0.1086 0.1828 -0.0706 -0.660
Br 1.553003 0.629387 -2.408677 -0.0332 -0.4455 0.3513 0.148
H 3.874598 1.401983 -2.525217 -0.0651 0.0862 -0.0652 0.487
H 2.909353 2.495391 -1.463988 -0.0684 -0.0581 0.1486 0.355
C -5.931888 1.077402 -0.693769 0.0130 0.0272 -0.0090 -0.515
C -5.163148 -0.096224 -0.556421 0.0030 -0.0018 0.0084 -1.226
C -3.805619 -0.060219 -0.710451 -0.0046 -0.0299 0.0104 -0.105
C -3.108395 1.144597 -1.003127 -0.0003 -0.1215 -0.1034 0.524
C -1.673049 1.201997 -1.157504 0.0687 -0.0337 0.1769 0.955
C -1.155756 2.429597 -1.511932 0.1049 0.0405 0.1071 -0.015
C -1.943167 3.582933 -1.708529 -0.0395 -0.0080 -0.0259 -1.080
C -3.291362 3.537952 -1.536340 0.0072 -0.0409 0.0049 -1.002
C -3.901871 2.312546 -1.179339 0.0137 0.1000 -0.0175 0.978
C -5.308120 2.249126 -1.006863 -0.0213 -0.0453 0.0131 -0.844
H -7.007049 1.044178 -0.563027 -0.0017 0.0028 0.0005 0.385
H -5.649070 -1.037567 -0.330157 0.0026 -0.0024 -0.0060 0.430
H -3.241649 -0.974597 -0.623668 -0.0190 0.0091 0.0199 0.670
H -0.086603 2.567081 -1.583407 -0.0190 -0.0075 0.0171 0.059
H -1.454148 4.514926 -1.968489 0.0090 -0.0033 -0.0034 0.379
H -3.909117 4.420340 -1.660546 -0.0029 0.0020 0.0033 0.325
H -5.880038 3.162062 -1.134949 0.0005 0.0033 0.0024 0.344
```
Forces are in eV/Å.

As for the largest force on an atom: 1.12 eV/Å. For the orbital gap (spin up / spin down), the calculation gives 6.96 / 6.75 eV. The charge is -1. As for the spin multiplicity: 2. The calculation puts the relative energy (zero: lowest compared OMol25 entry of this formula, charge and spin) at 0.741 eV.